[1]
2 unconnected molecules or ions with the total composition H4O2 in a non-equilibrium geometry. Source: OMol25; level of theory: ωB97M-V with the def2-TZVPD basis set.

Properties
Energy above the lowest of the compared OMol25 structures with the same formula, charge and spin in kJ/mol: 33.7
Structure (SMILES): O.O
Gap between HOMO and LUMO in eV: 12.1
M in g mol⁻¹: 36.0
HOMO in eV: -11.6

Structure (ORCA input):
```
! RIJCOSX wB97M-V def2-TZVPD def2/J DEFGRID3
* xyz 0 1
H 0.069 1.044 -0.923
H -0.730 2.084 -0.018
H 0.156 -1.368 -0.048
H 0.903 -1.973 1.111
O -0.390 1.957 -0.932
O -0.008 -1.744 0.810
*
```

[2]
A single CH5BO molecule in a non-equilibrium geometry. Source: OMol25; level of theory: ωB97M-V with the def2-TZVPD basis set.

Properties
Energy above the lowest of the compared OMol25 structures with the same formula, charge and spin in kJ/mol: 158.7
Structure (SMILES): BOC
Gap between HOMO and LUMO in eV: 11.5
M in g mol⁻¹: 43.9
HOMO in eV: -10.6

Structure (ORCA input):
```
! RIJCOSX wB97M-V def2-TZVPD def2/J DEFGRID3
* xyz 0 1
B -1.309 0.364 0.075
C 0.953 -0.419 -0.059
O -0.509 -0.624 -0.321
H -0.661 1.378 0.732
H -2.501 0.393 -0.197
H 1.234 -0.527 0.936
H 1.399 0.570 -0.411
H 1.394 -1.136 -0.756
*
```

[3]
A molecular structure, C25H25Br2I2N4O2Ru in a non-equilibrium geometry. Source: OMol25; level of theory: ωB97M-V with the def2-TZVPD basis set.

Properties
Energy above the lowest of the compared OMol25 structures with the same formula, charge and spin in kJ/mol: 41.6
Gap between HOMO and LUMO (alpha / beta) in eV: 8.7 / 5.9
M in g mol⁻¹: 928.2
HOMO (alpha / beta) in eV: -13.5 / -13.7

Structure (ORCA input):
```
! RIJCOSX wB97M-V def2-TZVPD def2/J DEFGRID3
* xyz 2 6
Ru 11.668 -5.866 16.307
I 14.453 -1.180 10.737
C 13.466 -2.618 11.803
C 12.103 -2.982 11.501
C 11.475 -3.953 12.222
I 9.482 -4.421 12.024
C 12.196 -4.614 13.300
O 11.540 -5.359 14.106
C 13.544 -4.228 13.618
C 14.306 -4.983 14.671
N 13.727 -4.941 15.996
C 14.507 -5.713 16.990
C 13.974 -5.715 18.364
C 14.785 -5.728 19.488
C 14.275 -5.787 20.782
C 12.843 -5.905 20.807
C 12.105 -5.886 19.629
N 12.637 -5.754 18.412
C 14.115 -3.216 12.831
H 11.591 -2.478 10.762
H 15.316 -4.565 14.695
H 14.457 -6.030 14.361
H 13.631 -3.951 16.240
H 15.558 -5.280 17.114
H 14.552 -6.723 16.614
H 15.882 -5.766 19.342
H 14.940 -5.858 21.626
H 12.409 -5.889 21.775
H 11.013 -5.916 19.644
H 15.182 -3.032 12.960
Br 10.093 -3.360 15.943
C 8.503 -4.332 15.980
Br 8.790 -6.212 15.826
H 7.997 -3.970 15.112
H 8.096 -4.057 17.002
C 10.833 -12.151 13.939
N 11.189 -10.763 14.014
N 11.018 -10.023 15.147
C 11.702 -8.874 14.998
O 11.580 -7.983 15.909
C 12.494 -8.977 13.817
C 12.073 -10.115 13.189
C 12.301 -10.488 11.758
C 9.874 -10.185 16.000
C 10.001 -10.897 17.198
C 8.843 -11.017 17.983
C 7.721 -10.319 17.628
C 7.595 -9.658 16.438
C 8.764 -9.464 15.669
H 11.663 -12.766 14.272
H 10.585 -12.425 12.977
H 9.967 -12.292 14.606
H 13.083 -8.221 13.338
H 12.787 -9.677 11.218
H 11.318 -10.783 11.365
H 12.955 -11.356 11.775
H 10.899 -11.459 17.416
H 8.893 -11.770 18.737
H 6.895 -10.320 18.263
H 6.749 -9.028 16.173
H 8.770 -8.839 14.760
*
```

[4]
A molecular structure, C52H42GeKN7OP2S4 in a non-equilibrium geometry. Source: OMol25; level of theory: ωB97M-V with the def2-TZVPD basis set.

Properties
Energy above the lowest of the compared OMol25 structures with the same formula, charge and spin in kJ/mol: 106.7
Gap between HOMO and LUMO in eV: 5.9
M in g mol⁻¹: 1082.9
HOMO in eV: -2.7

Structure (ORCA input):
```
! RIJCOSX wB97M-V def2-TZVPD def2/J DEFGRID3
* xyz -2 1
K -2.173 -1.599 0.344
S 0.305 -1.375 2.123
C 0.503 -1.738 3.820
C 1.236 -2.873 4.193
C 1.436 -3.251 5.510
C 2.203 -4.428 5.803
N 2.825 -5.374 6.014
C 0.879 -2.462 6.529
C 0.167 -1.326 6.181
C -0.025 -0.923 4.851
S -0.907 0.584 4.692
C 1.036 -2.813 7.912
N 1.162 -3.095 9.022
H 1.661 -3.486 3.409
H -0.256 -0.711 6.965
C 4.561 -0.418 -4.858
S 4.349 -2.197 -5.094
C 2.578 -2.294 -5.506
C 1.652 -2.473 -4.310
C 1.679 -1.273 -3.370
N 0.690 -1.364 -2.304
P 0.917 -1.728 -0.590
C 2.728 -1.441 -0.400
C 3.148 -0.342 0.349
C 4.496 -0.036 0.459
C 5.445 -0.829 -0.174
C 5.040 -1.934 -0.910
C 3.690 -2.240 -1.015
C 0.906 -3.574 -0.634
C 0.148 -4.248 -1.588
C 0.046 -5.634 -1.569
C 0.701 -6.365 -0.590
C 1.457 -5.704 0.372
C 1.554 -4.322 0.351
P -0.751 -0.442 -2.311
C -1.186 -0.472 -4.106
C -0.793 0.472 -5.051
C -1.150 0.331 -6.385
C -1.907 -0.758 -6.795
C -2.315 -1.702 -5.863
C -1.963 -1.552 -4.531
C -0.198 1.297 -2.144
C -1.140 2.307 -2.333
C -0.800 3.635 -2.137
C 0.485 3.970 -1.724
C 1.429 2.972 -1.535
C 1.091 1.642 -1.752
H 5.618 -0.253 -4.654
H 3.980 -0.052 -4.015
H 4.286 0.122 -5.763
H 2.487 -3.140 -6.188
H 2.316 -1.392 -6.064
H 1.924 -3.378 -3.761
H 0.629 -2.605 -4.675
H 1.500 -0.363 -3.954
H 2.676 -1.178 -2.937
H 2.403 0.256 0.862
H 4.806 0.817 1.050
H 6.498 -0.592 -0.087
H 5.772 -2.561 -1.404
H 3.385 -3.111 -1.584
H -0.359 -3.678 -2.358
H -0.547 -6.140 -2.320
H 0.620 -7.445 -0.571
H 1.963 -6.266 1.146
H 2.137 -3.805 1.103
H -0.211 1.331 -4.740
H -0.845 1.080 -7.104
H -2.190 -0.862 -7.835
H -2.923 -2.544 -6.171
H -2.300 -2.278 -3.798
H -2.149 2.056 -2.641
H -1.548 4.404 -2.283
H 0.742 5.004 -1.536
H 2.430 3.224 -1.205
H 1.836 0.870 -1.601
O -4.308 -2.500 0.742
S -4.809 -1.196 1.306
N -3.978 -0.007 1.113
N -2.561 2.987 0.928
C -3.469 3.371 0.323
C -4.520 3.910 -0.418
C -5.430 4.802 0.199
N -6.175 5.542 0.682
C -4.654 3.618 -1.794
N -4.764 3.394 -2.923
Ge -1.660 1.838 2.649
C -3.354 2.201 3.591
C -3.914 3.476 3.544
C -5.120 3.759 4.172
C -5.787 2.762 4.866
C -5.235 1.491 4.933
C -4.030 1.215 4.304
C -0.343 3.312 2.890
C 0.916 3.061 3.436
C 1.858 4.072 3.582
C 1.558 5.370 3.197
C 0.313 5.641 2.648
C -0.618 4.622 2.488
H -1.203 0.839 1.601
H -3.418 4.273 3.005
H -5.543 4.753 4.096
H -6.739 2.971 5.342
H -5.750 0.702 5.469
H -3.615 0.219 4.362
H 1.163 2.057 3.754
H 2.829 3.842 4.006
H 2.286 6.163 3.320
H 0.064 6.648 2.332
H -1.565 4.856 2.023
*
```

[5]
A molecular structure, C15H10Cl3N3O4PtTe4. Source: OMol25; level of theory: ωB97M-V with the def2-TZVPD basis set.

Properties
Energy above the lowest of the compared OMol25 structures with the same formula, charge and spin in kJ/mol: 36.9
Gap between HOMO and LUMO in eV: 5.3
M in g mol⁻¹: 1108.1
HOMO in eV: -6.8

Structure (ORCA input):
```
! RIJCOSX wB97M-V def2-TZVPD def2/J DEFGRID3
* xyz 0 1
Pt -0.164 0.351 0.118
O -2.585 2.652 4.412
C -1.268 2.692 4.721
C -0.848 3.284 5.911
C 0.491 3.349 6.240
C 1.448 2.823 5.381
C 1.038 2.237 4.201
C -0.314 2.152 3.846
C -0.633 1.504 2.560
O 0.399 1.225 1.819
N -1.897 1.248 2.234
N -1.934 0.659 1.020
C -2.966 0.177 0.434
C -2.697 -0.457 -0.862
C -3.667 -1.090 -1.618
C -3.311 -1.670 -2.827
C -1.998 -1.604 -3.258
C -1.065 -0.964 -2.461
N -1.412 -0.407 -1.304
H -3.078 3.083 5.120
H -1.595 3.700 6.580
H 0.788 3.814 7.171
H 2.498 2.869 5.630
H 1.764 1.822 3.517
H -3.952 0.216 0.882
H -4.684 -1.128 -1.253
H -4.057 -2.175 -3.425
H -1.685 -2.049 -4.191
H -0.017 -0.894 -2.723
Te 2.240 -0.214 -0.824
Te 3.632 2.147 -0.826
Te 1.723 3.821 0.119
Te -0.266 2.620 -1.170
Cl 1.184 -4.995 1.039
C -0.193 -3.915 1.265
Cl -0.475 -3.675 2.988
Cl -1.652 -4.636 0.531
C 0.056 -2.581 0.488
O -0.240 -1.532 1.145
O 0.453 -2.669 -0.663
*
```

[6]
A molecular structure, C2H5N3O in a non-equilibrium geometry. Source: OMol25; level of theory: ωB97M-V with the def2-TZVPD basis set.

Properties
Energy above the lowest of the compared OMol25 structures with the same formula, charge and spin in kJ/mol: 413.2
Gap between HOMO and LUMO in eV: 9.1
M in g mol⁻¹: 87.1
HOMO in eV: -8.3

Structure (ORCA input):
```
! RIJCOSX wB97M-V def2-TZVPD def2/J DEFGRID3
* xyz 0 1
C 0.338 0.228 0.339
N -1.205 -1.082 -0.809
N -0.291 0.171 1.514
C 1.604 1.172 -0.382
N -0.039 -0.292 -0.787
O 2.402 1.768 0.258
H -1.921 -0.572 -1.321
H -1.004 -1.926 -1.341
H 0.164 0.574 2.317
H -1.058 -0.487 1.613
H 1.012 0.444 -1.400
*
```

[7]
A molecular structure, C24H17CdN2O5. Source: OMol25; level of theory: ωB97M-V with the def2-TZVPD basis set.

Properties
Energy above the lowest of the compared OMol25 structures with the same formula, charge and spin in kJ/mol: 8.2
Gap between HOMO and LUMO in eV: 5.2
M in g mol⁻¹: 525.8
HOMO in eV: -3.1

Structure (ORCA input):
```
! RIJCOSX wB97M-V def2-TZVPD def2/J DEFGRID3
* xyz -1 1
Cd -0.470 -0.166 -0.891
O -3.753 1.958 -2.173
C -2.681 1.266 -2.565
O -2.575 0.076 -2.383
C -1.730 2.084 -3.414
O -0.423 1.589 -3.334
C 0.500 2.266 -2.464
C -0.090 2.588 -1.081
O 0.444 3.439 -0.401
O -1.154 1.897 -0.765
H -4.274 1.357 -1.617
H -2.058 1.944 -4.447
H -1.800 3.142 -3.160
H 1.272 0.282 -2.301
H 0.821 3.210 -2.908
C 2.318 -0.048 2.492
C 3.517 0.594 2.126
C 3.666 1.078 0.864
C 2.611 0.984 -0.105
N 1.474 0.304 0.265
C 1.366 -0.177 1.522
C 2.751 1.532 -1.394
C 3.846 2.366 -1.745
C 4.163 2.673 -3.034
C 3.441 2.002 -4.088
C 2.338 1.281 -3.832
C 1.720 1.288 -2.454
H 2.150 -0.440 3.485
H 4.330 0.681 2.839
H 4.605 1.520 0.568
H 0.440 -0.694 1.746
H 4.461 2.782 -0.954
H 4.995 3.326 -3.265
H 3.820 2.053 -5.105
H 1.808 0.759 -4.620
N -4.436 -5.595 6.625
C -4.023 -5.029 5.713
C -3.505 -4.320 4.570
C -2.467 -4.870 3.820
C -1.964 -4.187 2.729
C -2.482 -2.939 2.363
C -3.528 -2.402 3.122
C -4.033 -3.082 4.213
C -1.940 -2.221 1.249
C -1.477 -1.611 0.305
H -2.062 -5.833 4.100
H -1.159 -4.609 2.144
H -3.933 -1.438 2.842
H -4.840 -2.659 4.798
*
```

[8]
A molecular structure, C45H53Br3HgN6O4PS4Te. Source: OMol25; level of theory: ωB97M-V with the def2-TZVPD basis set.

Properties
Energy above the lowest of the compared OMol25 structures with the same formula, charge and spin in kJ/mol: 112.6
Gap between HOMO and LUMO (alpha / beta) in eV: 5.3 / 4.7
M in g mol⁻¹: 1469.1
HOMO (alpha / beta) in eV: -2.0 / -2.0

Structure (ORCA input):
```
! RIJCOSX wB97M-V def2-TZVPD def2/J DEFGRID3
* xyz -2 2
Hg -0.034 -0.405 -0.125
Br 3.001 -5.692 -4.081
C 1.671 -4.525 -3.391
C 1.307 -4.612 -2.061
C 0.318 -3.736 -1.627
N -0.255 -2.842 -2.413
C 0.136 -2.741 -3.677
C 1.102 -3.580 -4.226
C -0.499 -1.635 -4.460
C -0.743 -1.744 -5.825
C -1.367 -0.672 -6.438
Br -1.739 -0.764 -8.300
C -1.730 0.446 -5.718
C -1.431 0.450 -4.357
N -0.825 -0.560 -3.747
H 1.769 -5.317 -1.387
H -0.028 -3.741 -0.599
H 1.432 -3.469 -5.250
H -0.490 -2.636 -6.379
H -2.231 1.289 -6.170
H -1.714 1.295 -3.739
C 0.706 3.144 8.470
C -0.537 2.711 7.678
C -1.320 3.968 7.296
C -1.431 1.863 8.593
C -0.114 1.910 6.451
C -0.229 2.385 5.151
C 0.197 1.632 4.075
Br -0.044 2.392 2.341
C 0.783 0.334 4.172
O 1.155 -0.341 3.168
C 0.901 -0.134 5.539
C 0.462 0.644 6.594
C 1.489 -1.524 5.771
C 0.562 -2.563 5.125
C 1.623 -1.880 7.254
C 2.893 -1.614 5.156
H 0.430 3.748 9.340
H 1.370 3.732 7.836
H 1.262 2.274 8.820
H -1.673 4.473 8.199
H -2.187 3.721 6.682
H -0.702 4.672 6.740
H -1.780 2.455 9.445
H -0.899 0.997 8.984
H -2.301 1.502 8.043
H -0.659 3.355 4.945
H 0.576 0.256 7.598
H -0.430 -2.515 5.582
H 0.956 -3.574 5.261
H 0.456 -2.362 4.062
H 0.654 -1.908 7.756
H 2.264 -1.171 7.783
H 2.072 -2.871 7.342
H 2.843 -1.455 4.082
H 3.335 -2.591 5.363
H 3.542 -0.846 5.584
N -1.586 -2.974 1.202
C -2.681 -2.644 1.058
N -3.919 -2.180 0.975
C -4.165 -0.828 1.490
C -4.595 -0.880 2.950
C -5.788 -1.821 3.120
C -5.452 -3.212 2.584
C -5.026 -3.117 1.122
H -4.951 -0.384 0.872
H -3.261 -0.236 1.348
H -4.838 0.127 3.294
H -3.754 -1.240 3.552
H -6.642 -1.421 2.561
H -6.087 -1.876 4.169
H -6.303 -3.892 2.682
H -4.621 -3.631 3.161
H -5.854 -2.736 0.514
H -4.724 -4.083 0.718
C 4.301 3.086 -1.791
O 4.305 1.688 -1.577
P 2.840 1.068 -1.058
O 2.841 1.484 0.484
C 3.657 0.910 1.504
O 3.385 -0.465 -0.945
C 3.152 -1.305 -2.063
H 5.327 3.393 -1.993
H 3.941 3.628 -0.913
H 3.675 3.359 -2.646
H 3.528 1.532 2.388
H 4.706 0.893 1.197
H 3.303 -0.095 1.732
H 3.308 -2.333 -1.735
H 3.844 -1.072 -2.876
H 2.123 -1.201 -2.418
S -4.294 7.147 -3.454
C -3.948 5.513 -3.267
S -4.576 4.552 -1.983
C -3.678 3.129 -2.535
N -2.974 3.402 -3.599
N -3.148 4.721 -3.995
C -2.398 5.087 -5.138
C -2.876 6.013 -6.054
C -2.112 6.333 -7.166
C -0.880 5.731 -7.379
C -0.421 4.787 -6.469
C -1.173 4.462 -5.354
S -3.800 1.646 -1.740
H -3.839 6.475 -5.895
H -2.493 7.058 -7.873
H -0.286 5.991 -8.245
H 0.532 4.298 -6.624
H -0.829 3.725 -4.644
Te 2.032 -2.938 1.417
C 3.891 -3.264 2.275
C 5.026 -2.510 2.105
C 6.122 -2.962 2.882
C 5.806 -4.056 3.636
S 4.182 -4.525 3.406
H 5.054 -1.658 1.442
H 7.094 -2.491 2.889
H 6.441 -4.597 4.318
*
```